The following is a quantum chemistry calculation of a molecular structure, C25H31As2BiNO15PS2 at a distorted geometry, from OMol25.

```
78
Properties=species:S:1:pos:R:3:forces:R:3:lowdin_charge:R:1
Bi -1.12202 -0.32524 0.69240 0.358 0.089 -0.207 1.7480
O -6.96835 1.27478 2.18592 -1.135 -0.131 0.663 0.0845
C -5.74489 0.88275 1.81878 0.505 2.331 -1.787 -0.2732
C -5.02565 1.63267 0.83700 -1.415 -0.657 1.385 0.0927
C -3.76844 1.23007 0.58845 0.465 0.871 -1.055 -0.1931
N -3.22097 0.22855 1.24770 1.515 0.104 -0.508 -0.0564
C -3.84276 -0.49037 2.12929 -1.613 -0.239 0.750 -0.1747
C -5.16326 -0.19767 2.39300 -0.174 -0.829 1.400 0.0787
C -3.11407 -1.66391 2.78517 0.335 0.737 -1.467 -0.6166
O -3.70391 -2.43300 3.49648 -0.502 -0.372 0.804 0.0871
O -1.91903 -1.71255 2.34982 0.813 -0.370 0.159 -0.2221
C -2.94877 1.90698 -0.51873 0.885 -0.585 -0.066 -0.5860
O -3.42565 2.84293 -1.13673 0.030 -0.171 0.264 0.0593
O -1.78724 1.35246 -0.70738 -0.710 0.400 0.215 -0.2539
H -7.22065 2.17198 1.91779 0.530 -0.433 -0.225 0.1249
H -5.43384 2.49553 0.34434 -0.115 0.135 -0.222 0.1283
H -5.67364 -0.73336 3.17570 -0.107 -0.266 -0.004 0.1373
C -2.76538 -5.08216 -4.06708 -0.157 1.399 -1.077 -0.0645
C -2.82840 -3.56710 -3.79692 0.803 -1.542 0.488 -0.3017
O -1.57505 -3.14208 -3.26379 0.422 0.157 0.199 -0.3457
P -1.51125 -1.70802 -2.52847 0.153 0.049 -0.308 -0.1416
S 0.32619 -1.14572 -2.28511 -0.073 -0.101 0.260 0.3121
S -2.69841 -1.86199 -0.88921 0.187 -0.017 0.025 0.3541
O -2.35350 -0.79224 -3.53255 -0.349 -0.049 0.223 -0.3468
C -1.80492 0.03220 -4.55174 -1.195 -0.458 -1.737 -0.3298
C -1.92302 1.46936 -4.21860 0.110 1.366 0.369 -0.0875
H -3.75875 -5.30205 -4.47206 0.160 -0.562 0.210 0.0765
H -2.49469 -5.64995 -3.20706 -0.207 -0.356 0.803 0.0638
H -2.01884 -5.30745 -4.82916 -0.030 0.090 -0.119 0.0729
H -3.59292 -3.40595 -3.04547 -0.415 0.393 -0.115 0.0810
H -2.97663 -3.04223 -4.72243 -0.527 0.377 -0.302 0.1068
H -2.43026 -0.15373 -5.48709 0.747 -0.097 1.035 0.1334
H -0.78394 -0.22816 -4.79597 0.306 -0.249 0.224 0.0835
H -2.94984 1.87884 -4.24675 0.460 -0.350 -0.114 0.0905
H -1.26826 2.02516 -4.89804 -0.315 0.103 -0.180 0.0809
H -1.52899 1.68974 -3.23239 0.018 -0.158 0.316 0.0592
C -0.10663 -3.92230 0.58936 -1.049 0.311 -0.072 -0.0314
O 0.40671 -2.67274 1.11206 -1.056 -0.288 -0.174 -0.1857
C 1.66481 -2.68328 1.49690 1.836 1.030 -0.493 -0.5519
O 2.35018 -3.66929 1.52296 0.075 -0.401 0.366 0.1139
C 2.24694 -1.28044 1.77693 -0.348 -1.498 -0.399 -0.3244
C 3.31846 -0.89084 1.08759 0.460 0.114 -0.905 -0.2892
As 4.31973 0.79221 1.47568 -0.272 0.463 -0.944 1.2756
C 4.28268 1.39516 -0.48847 -0.345 0.359 1.141 -0.2347
C 2.85198 1.99277 2.05774 0.973 1.066 0.357 -0.3333
C 1.55554 1.52065 2.25326 -0.395 -0.349 0.386 -0.3903
As 1.30713 -0.21614 3.11382 -0.939 0.648 -0.908 1.2395
C 2.67598 -0.19272 4.42346 0.240 -0.625 0.796 -0.3369
C 0.36002 2.20576 1.93234 -0.163 -0.367 -0.321 -0.5723
O -0.81180 1.77364 2.19103 0.503 0.200 -0.517 -0.1867
O 0.55741 3.30351 1.15698 -0.984 -0.098 0.245 -0.0493
C -0.59730 4.07537 0.76175 0.114 -0.186 -0.252 -0.0362
C 3.29891 3.39613 2.38286 -0.930 -2.140 -0.863 -0.5531
O 2.71783 4.27442 2.96595 -0.548 0.291 0.447 0.0808
O 4.53887 3.58453 1.89668 1.157 0.261 0.087 -0.1412
C 5.07481 4.87765 2.14753 -1.382 0.717 -1.265 -0.0650
C 3.86421 -1.65563 -0.16167 -0.387 0.697 1.282 -0.5320
O 3.22986 -2.22251 -0.99546 -0.943 -0.298 -0.223 0.0951
O 5.18103 -1.48216 -0.29941 0.895 0.319 -0.318 -0.1073
C 5.68432 -1.71562 -1.63481 -0.484 -2.342 0.580 -0.0458
H -1.20725 -3.87735 0.62410 0.544 0.153 0.453 0.0673
H 0.28089 -4.77633 1.12291 0.147 -0.027 0.175 0.0909
H 0.12626 -3.96426 -0.45987 0.516 -0.092 -0.437 0.0831
H 4.73624 0.61481 -1.06613 0.349 -0.059 -0.383 -0.0223
H 4.76130 2.37786 -0.64311 -0.158 -0.576 0.245 0.0251
H 3.22195 1.45433 -0.72272 -0.027 0.127 -0.161 0.0291
H 3.69402 -0.17392 4.12260 0.864 0.080 -0.740 -0.0082
H 2.53268 -1.12599 4.95210 0.026 -0.192 0.442 0.0168
H 2.54037 0.62865 5.09122 -0.350 0.566 0.551 0.0228
H -0.33766 5.09570 0.99721 0.085 0.416 -0.161 0.0821
H -1.50554 3.83682 1.31165 0.181 -0.350 0.109 0.0820
H -0.80549 3.94844 -0.31739 0.275 -0.017 0.547 0.0938
H 6.07023 4.87629 1.74292 0.328 0.106 -0.184 0.0816
H 5.05291 5.17933 3.17034 0.146 -0.258 0.958 0.0748
H 4.39396 5.62111 1.65248 0.877 -0.456 0.117 0.1082
H 6.64309 -1.27977 -1.67585 0.932 0.869 -0.026 0.0722
H 5.00268 -1.37505 -2.40103 -0.144 0.290 -0.020 0.0909
H 5.84762 -2.81789 -1.79556 -0.386 0.926 0.185 0.1099
```
Forces are in eV/Å.

## Properties
⟨S²⟩ ... 0.76
2S+1 ... 2
Energy ... -217111.3066 eV
Strongest force on any atom ... 2.98 eV/Å
Total charge ... -1
Frontier orbital gap (spin up / spin down) ... 5.818 / 7.452 eV
LUMO energy (spin up / spin down) ... 2.080 / 2.081 eV
Highest occupied orbital energy (spin up / spin down) ... -3.738 / -5.371 eV
Energy above the lowest of the compared OMol25 structures with the same formula, charge and spin ... 0.0 kcal per mole